ORCA calculation (wB97M-V/def2-TZVPD) on a cluster of 8 separate species, C6H29NO8 in total in a non-equilibrium geometry.

CARTESIAN COORDINATES (ANGSTROEM)
C (0.849, 0.285, -1.114)
O (0.216, 1.278, -1.822)
C (-0.235, -1.060, -1.170)
C (0.225, -2.201, -0.251)
C (1.741, -2.550, -0.388)
C (1.864, -3.311, -1.658)
C (2.246, -3.248, 0.859)
N (-1.531, -0.445, -0.728)
H (1.161, 0.123, -0.046)
H (1.643, 0.045, -1.804)
H (-0.093, 1.952, -1.226)
H (0.009, -1.315, -2.269)
H (-0.368, -3.151, -0.578)
H (0.042, -1.916, 0.760)
H (2.350, -1.655, -0.516)
H (2.585, -4.026, -1.556)
H (1.887, -2.819, -2.649)
H (0.887, -3.906, -1.772)
H (3.403, -3.174, 0.753)
H (1.712, -2.597, 1.655)
H (1.785, -4.206, 0.971)
H (-1.369, 0.047, 0.196)
H (-1.668, 0.481, -1.360)
H (-3.526, 3.179, -0.858)
H (-2.624, 4.111, -1.527)
O (-2.585, 3.449, -0.808)
H (-0.302, 1.817, 3.472)
H (-1.621, 1.611, 4.118)
O (-1.190, 1.890, 3.363)
H (0.823, 3.123, -0.159)
H (0.563, 4.403, -0.867)
O (0.099, 3.658, -0.498)
H (-1.550, 3.601, 2.159)
H (-1.429, 3.672, 0.631)
O (-1.712, 4.179, 1.460)
H (-1.568, -0.094, 2.223)
H (-1.174, -1.569, 2.047)
O (-1.014, -0.781, 2.505)
H (0.940, 0.009, 3.612)
H (2.218, 0.801, 3.873)
O (1.345, 0.876, 3.373)
H (-1.730, -0.842, -3.810)
H (-1.526, 0.526, -4.071)
O (-1.779, -0.255, -4.529)

Force components x, y, z for each atom (eV/Å):
C -0.6209 -5.0966 -0.5704
O -0.2038 1.1588 0.5665
C 2.3912 2.6621 -0.1758
C -0.2466 -0.7064 -1.7436
C -1.4085 1.1843 -0.6219
C -3.4168 -0.7716 -1.5961
C 0.2483 2.3718 0.0942
N 0.1042 2.2956 -1.6682
H -0.3083 2.0836 -0.5660
H 0.9011 -0.5249 0.4561
H -0.5938 0.8628 -0.0611
H -1.8661 0.0681 1.3961
H 0.7845 1.5651 1.1420
H -0.3556 0.0881 0.6542
H -0.2029 0.3356 0.3127
H 2.3327 -1.8367 -0.2949
H 0.5295 0.3357 0.7991
H 1.3721 0.3764 0.1187
H -2.0458 -0.6381 1.1065
H 1.8694 -1.0428 -0.4876
H 0.3381 -0.9925 -0.0115
H 0.1260 -1.0982 -1.1814
H 0.2662 -2.9323 1.5597
H 0.6706 -0.1955 0.6222
H 0.6757 -0.2450 0.4677
O -1.7747 0.0708 -1.9582
H 4.3367 -0.4982 0.6847
H -1.2095 -0.8403 2.4493
O -3.3292 1.4931 -3.1746
H 0.1837 -0.0009 0.3750
H 0.0240 0.6153 -0.3130
O 0.5167 -0.4718 -0.0209
H 0.4074 -1.5519 2.0344
H -0.7622 1.3601 1.9029
O 0.2120 0.6061 -2.7205
H -1.3083 1.4096 -0.5702
H -0.8152 -1.5094 -1.1256
O 2.0388 0.0709 2.1638
H -0.0513 0.8051 -0.6421
H -1.5823 0.5165 -1.0474
O 1.7281 -1.3953 1.5676
H -0.1049 -1.8443 1.2845
H 0.4236 1.5745 0.1896
O -0.2740 0.2830 -1.3967

Values from the calculation:
net charge: 0
E: -902.532029 Ha
structure (SMILES): CC(C)C[C@@H](N)CO.O.O.O.O.O.O.O
relative energy (zero: lowest compared OMol25 entry of this formula, charge and spin): 123.6 kcal per mole


ORCA calculation (wB97M-V/def2-TZVPD) on the molecule C6H10O.

CARTESIAN COORDINATES (ANGSTROEM)
C (-1.641, 0.219, 1.166)
C (-1.843, 0.409, -0.304)
C (-1.008, -0.739, 0.194)
C (0.502, -0.759, 0.056)
C (1.220, -0.028, -1.094)
C (2.121, 0.503, 0.022)
O (1.200, 0.052, 1.026)
H (-0.955, 0.896, 1.665)
H (-2.472, -0.128, 1.772)
H (-2.814, 0.174, -0.733)
H (-1.340, 1.245, -0.783)
H (-1.471, -1.721, 0.123)
H (0.844, -1.802, 0.139)
H (1.679, -0.638, -1.875)
H (0.603, 0.751, -1.548)
H (3.086, -0.017, 0.096)
H (2.290, 1.584, 0.077)

Force components x, y, z for each atom (eV/Å):
C -0.0557 0.0433 0.2051
C -0.0588 0.1180 -0.1519
C 0.0844 -0.1474 -0.0178
C -0.1978 -0.2103 -0.1389
C -0.0365 0.0305 -0.1418
C 0.2860 0.1587 -0.1197
O -0.0080 0.0336 0.1456
H -0.1319 -0.1025 -0.0690
H 0.1240 0.0282 -0.1187
H 0.1589 0.0281 0.0855
H -0.0565 -0.1243 0.1211
H 0.0721 0.1661 -0.0008
H -0.0368 0.1411 0.0158
H -0.0725 0.0638 0.1338
H 0.0983 -0.1401 0.0454
H -0.1368 0.0640 0.0226
H -0.0325 -0.1507 -0.0163

Values from the calculation:
net charge: 0
E: -309.783532 Ha
structure (SMILES): C1C[C@H](C2CC2)O1
relative energy (zero: lowest compared OMol25 entry of this formula, charge and spin): 36.9 kcal per mole